C4H17NO6 | the ωB97M-V functional and the def2-TZVPD basis

ORCA input file:
```
! RIJCOSX wB97M-V def2-TZVPD def2/J DEFGRID3
* xyz 0 1
O 1.6244 1.4040 -2.0557
O 1.7953 -0.5755 2.3669
O -2.0531 -2.4387 -0.6194
O -3.4935 -0.3553 -1.1505
O -0.4506 -1.6559 1.3771
O -1.1590 -0.1703 -2.6785
N 0.7294 0.5592 -0.0816
C -0.0208 1.9564 1.8488
C 1.6547 0.2937 -1.1497
C 2.0499 0.5248 1.9795
C 1.2011 1.4369 1.0172
H 1.9676 2.2110 0.8358
H -0.1420 1.0155 -0.3144
H -1.3697 -1.8131 -0.3354
H 0.3134 -2.0200 1.8207
H -1.4503 -0.6704 -1.9025
H 0.2163 1.7763 2.8872
H -3.5916 -1.1031 -0.5506
H 2.6604 0.3221 -0.7262
H -2.0258 0.1592 -2.9496
H -0.0998 3.0039 1.5942
H 0.9455 1.2717 -2.7283
H 1.4471 -0.6200 -1.6916
H 2.9486 1.0841 2.3283
H -0.9396 1.4281 1.5935
H -2.1816 -3.0713 0.0796
H 0.0155 -0.8546 1.0699
H -3.4217 0.4026 -0.5771
*
```

Properties
**Relative energy (zero: lowest compared OMol25 entry of this formula, charge and spin)**: 166.4 kJ/mol
**Structure (SMILES)**: C[C@@H](C=O)NCO.O.O.O.O
**E_tot**: -668.75513 Ha
**HOMO energy**: -9.6 eV

Mulliken population analysis, charges in e, atoms 1 to 5: -0.59, -0.48, -0.68, -0.64, -0.76